Formula: C23H55F14O10PS9
Source: OMol25
Level of theory: ωB97M-V/def2-TZVPD

Output
LUMO = -0.00358 Ha
HOMO = -8.5 eV
Maximum force = 1.50 eV Å⁻¹

Last column: Mulliken charge in e.
CARTESIAN COORDINATES (ANGSTROEM)
F  3.62019  -9.59911  -4.85604  -0.306
H  -4.64942  6.40447  7.26307  0.358
H  -3.44292  -3.63261  1.21589  0.332
F  1.07534  -7.82944  -3.10415  -0.267
H  3.55374  1.65553  2.28616  0.268
C  2.84193  2.36419  1.86231  -0.802
H  3.17440  -11.46415  -8.61167  0.270
H  1.90025  0.47914  -0.07447  0.300
H  1.67803  -12.15922  -7.92299  0.262
H  3.78622  -13.52503  -10.87213  0.338
H  -4.70666  -4.67658  0.51224  0.304
H  3.01325  -13.24107  -8.39141  0.437
H  0.98498  -6.49362  -6.08881  0.711
H  -2.27847  15.73399  8.04692  0.321
O  1.22211  -11.07754  -10.56901  -0.610
H  -4.12993  -5.18176  -7.32458  0.358
S  -3.48858  8.19036  6.18658  0.474
H  3.92072  -11.73369  -10.95606  0.298
F  0.02585  -2.52628  -0.99569  -0.240
C  1.53893  -4.37280  -5.85352  -1.004
O  0.28063  -0.39908  -4.87817  -0.617
O  1.21018  7.60907  7.79939  -0.513
H  4.57155  8.73397  7.61001  0.397
S  1.20810  1.62988  1.90602  0.484
O  2.61231  -1.47335  -5.11823  -0.662
H  2.57701  4.46174  6.93149  0.107
C  -2.17564  7.81775  7.34975  -0.886
F  3.21997  -7.97385  -3.07641  -0.258
H  -1.17825  -3.72574  -8.00981  0.486
H  -3.91667  12.24788  7.55328  0.354
C  1.16640  -5.77085  -5.28798  -0.018
C  3.29155  -12.59868  -11.16425  -0.909
S  1.74927  -12.43153  -10.25859  0.486
H  -0.46387  4.80735  6.68960  0.361
F  1.95998  -10.40245  -6.10877  -0.220
H  -2.75749  -3.69639  -5.97325  0.144
H  -5.17147  -3.14936  1.31142  0.323
C  3.73502  8.11534  7.28571  -0.952
C  -2.43821  -5.76239  -5.49691  -1.008
C  0.14376  5.25309  5.90104  -0.842
H  -3.78128  -0.51978  -1.05816  0.310
H  -3.14725  14.74943  9.25743  0.298
S  1.11647  3.96792  5.11305  0.664
C  2.49168  -12.31345  -8.62831  -0.893
H  3.03911  -12.63168  -12.22200  0.321
H  2.33694  -3.88344  -5.28068  0.724
H  4.01599  7.06439  7.32219  0.297
C  0.03771  -2.52082  -2.30370  0.313
H  -3.75739  14.85925  7.56998  0.341
O  2.05611  4.67375  4.18887  -0.674
C  -2.40653  -4.61166  -6.50071  0.201
S  2.35791  8.34783  8.41242  0.357
F  2.31534  -5.53948  -3.22907  -0.274
H  2.40205  -0.37480  1.42432  0.381
C  1.25989  -1.79268  -2.88347  0.734
S  -1.85505  13.43119  7.74928  0.510
C  1.60184  0.17449  0.92858  -0.831
F  1.63798  -10.17684  -3.91096  -0.309
H  3.09309  2.60066  0.82844  0.371
O  -0.76831  13.36414  8.76967  -0.630
H  2.80264  2.80771  6.27874  0.319
F  2.55003  -8.25042  -6.30488  -0.317
F  -1.08197  -1.98812  -2.74064  -0.225
O  -3.72758  9.66477  6.19631  -0.582
H  -2.57473  11.20023  8.00431  0.044
O  -3.26276  -4.84727  -7.62487  -0.556
O  -5.65050  -2.72132  -1.42297  -0.676
H  -0.53709  -5.26243  -7.40312  0.513
C  -3.03833  12.16550  8.19158  -0.690
H  0.25516  -5.74206  -4.66567  -0.186
H  0.80221  6.01560  6.31906  0.094
C  -1.01356  -4.31740  -7.08919  -0.895
H  -1.93137  -6.64735  -5.91965  0.254
H  -3.29558  12.28001  9.24508  0.385
H  -2.08451  6.73841  7.47042  0.343
S  1.19509  -1.53149  -4.76973  0.863
F  0.02895  -3.79239  -2.74497  -0.186
H  -1.96119  -5.49878  -4.53552  0.128
C  2.07642  3.56241  6.57422  -0.784
C  2.09191  10.07904  8.07173  -0.922
P  0.10264  -3.26554  -5.98645  0.212
H  1.90205  10.20405  7.00543  0.295
H  3.41602  8.38163  6.27841  0.304
H  -3.48286  -6.03234  -5.25053  0.500
H  -1.24226  8.20841  6.94764  0.196
H  1.90584  -4.46295  -6.89499  0.438
C  2.28271  -6.28237  -4.37908  0.412
S  -4.27417  -2.81736  -0.87280  0.617
H  -0.85105  -3.15849  -4.96628  -0.104
F  3.51192  -6.18161  -4.95815  -0.341
F  0.56455  -8.79637  -5.38814  -0.302
H  1.23351  10.41493  8.64164  0.303
F  1.34232  -0.58903  -2.29614  -0.255
C  -4.82749  7.47322  7.14441  -0.950
H  -2.39694  8.29265  8.30590  0.428
H  -5.74845  7.63500  6.58763  0.337
S  2.10133  -9.20663  -5.08016  1.347
C  -4.41001  -3.64931  0.71326  -0.949
H  0.22312  -2.21204  -6.89808  0.152
H  -4.87984  7.97202  8.11200  0.284
C  -3.86187  -1.19982  -0.21258  -0.919
F  2.32691  -2.54259  -2.58317  -0.256
H  -0.49652  5.69634  5.13938  0.404
H  1.41194  3.15641  7.33697  0.356
C  2.18011  -7.75380  -3.83536  0.328
C  -2.87318  14.83690  8.20645  -0.935
H  -4.65896  -0.87557  0.45600  0.391
O  0.98787  1.13526  3.29374  -0.626
H  2.96754  10.64807  8.38176  0.396
H  -2.90744  -1.25310  0.31145  0.261
H  2.79446  3.27250  2.46665  0.256
H  0.70255  -0.43875  0.87782  0.228


Formula: C5H10NO
Source: OMol25
Level of theory: ωB97M-V/def2-TZVPD

Output
LUMO (spin up / spin down) = 0.01958 / 0.01089 Ha
HOMO (spin up / spin down) = -3.7 / -8.2 eV
Maximum force = 6.40 eV Å⁻¹
ΔE to the lowest compared entry with this formula, charge and spin = 2.001 eV
2S+1 = 2

Last column: Mulliken charge in e.
CARTESIAN COORDINATES (ANGSTROEM)
H  -1.27592  0.58328  -1.71023  0.282
H  0.50222  0.18352  -2.30495  0.404
C  -0.26162  0.19549  -1.49483  -0.548
C  -0.30418  -1.14836  -0.77716  -0.650
H  1.20465  1.60303  -0.82092  0.460
O  -1.50310  1.43002  1.34105  -0.654
C  0.64420  0.36776  0.80717  -0.159
C  0.62737  -1.08609  0.43107  -0.802
H  1.48531  0.71642  1.37571  0.338
C  -0.65104  0.62967  1.60969  -0.394
H  0.38399  -1.74913  1.40503  0.356
N  0.37365  1.11862  -0.46054  -0.180
H  -1.46215  -1.22536  -0.27606  0.237
H  1.64485  -1.40820  0.06663  0.351
H  -0.77455  0.03404  2.55986  0.330
H  -0.29597  1.73828  -0.14787  0.246
H  -0.33770  -1.98298  -1.60364  0.384


Formula: C18H24CaN2O4S6Sb2
Source: OMol25
Level of theory: ωB97M-V/def2-TZVPD

Output
LUMO = 0.15416 Ha
HOMO = -1.8 eV
Maximum force = 1.13 eV Å⁻¹
ΔE to the lowest compared entry with this formula, charge and spin = 0.415 eV
Total charge = -2

Last column: Mulliken charge in e.
CARTESIAN COORDINATES (ANGSTROEM)
H  -1.27216  -3.28241  -1.94183  0.384
S  -1.00394  4.22720  -3.49810  -0.171
H  2.08490  -5.63516  1.70237  0.275
C  5.21390  0.30095  0.95383  -1.474
H  -1.42410  -3.24734  2.51852  0.395
C  2.76866  -3.99211  0.52251  0.904
H  1.06405  2.01896  1.80408  0.021
H  -0.60064  -4.70058  1.88290  0.445
C  -1.24290  2.66841  -2.72731  0.104
C  4.02739  -5.01180  2.34302  -0.629
C  3.82084  -3.07639  0.30871  0.876
C  1.52069  -3.99362  -0.29513  -1.614
Sb  0.00696  -2.55035  0.34332  0.413
C  2.90086  -4.93834  1.54205  -0.708
O  -3.25252  -0.62281  3.19784  -0.675
H  4.78753  -1.83227  -1.11512  0.635
C  -0.49017  -3.64057  2.11914  -1.385
H  1.53124  1.55710  3.37752  0.112
N  3.72114  2.81463  3.48163  -0.511
H  4.09032  -5.75740  3.12655  0.368
S  1.08554  4.94490  -5.51359  -0.388
H  4.64137  3.15203  3.25846  0.245
H  5.35406  1.37790  1.05897  0.388
H  5.96960  -4.16958  2.72718  0.381
Sb  3.25037  0.00015  0.08819  0.824
H  4.75885  0.60002  -2.08808  0.408
C  3.77886  0.94816  -1.75627  -1.178
C  -1.04551  0.10651  2.55655  1.027
H  5.29285  -0.17113  1.93350  0.355
Ca  -1.59179  0.45106  -0.25257  1.459
S  -2.63062  2.57704  -1.66378  -0.671
H  0.29192  -3.50383  2.86497  0.363
C  -1.47565  -3.49731  -0.89248  -1.359
O  -2.58218  -0.98915  1.07948  -0.846
O  -0.70119  0.96155  1.65107  -0.786
H  3.79675  2.02674  -1.60816  0.326
H  5.98592  -0.09914  0.29343  0.496
C  2.86160  2.79821  2.40924  0.393
S  -0.21783  0.03798  -2.59425  -0.556
H  1.72288  -3.79831  -1.34972  0.590
H  3.02350  0.70420  -2.50026  0.208
N  1.75200  2.09161  2.55443  -0.082
H  1.01547  -4.95922  -0.22440  0.640
H  5.77438  -2.48912  0.94227  0.312
H  3.67663  2.04406  4.12965  0.221
C  0.35430  3.86228  -4.46996  0.067
C  4.95901  -3.18224  1.11574  -0.556
O  -0.38739  -0.20534  3.54346  -0.689
H  3.10488  -2.17190  -1.53992  0.398
C  -2.43294  -0.56608  2.29669  0.248
S  0.87170  2.24964  -4.23826  -0.106
C  3.78405  -1.98112  -0.71072  -1.608
C  -0.33665  1.72004  -3.08208  0.036
H  -1.46315  -4.57615  -0.72682  0.434
S  3.21348  3.63347  0.99988  -0.376
H  -2.45334  -3.09657  -0.62762  0.363
C  5.07181  -4.12647  2.12189  -0.749


Formula: C4H4O2
Source: OMol25
Level of theory: ωB97M-V/def2-TZVPD

Output
LUMO (spin up / spin down) = -0.05387 / -0.02901 Ha
HOMO (spin up / spin down) = -9.7 / -9.0 eV
Maximum force = 3.19 eV Å⁻¹
ΔE to the lowest compared entry with this formula, charge and spin = 9.693 eV

Last column: Mulliken charge in e.
CARTESIAN COORDINATES (ANGSTROEM)
C  -0.70427  1.39196  0.15036  0.107
H  -0.06869  -1.39008  -0.31201  0.280
H  1.31188  -0.55451  -1.34209  0.292
O  0.63718  1.63901  0.11500  -0.343
O  -1.78370  -1.27476  0.18227  -0.492
H  1.60535  -1.40303  0.35458  0.316
H  -1.54410  1.73661  -0.49096  0.319
C  0.91130  -0.86943  -0.30137  -0.840
C  -0.80000  0.40887  1.17482  -0.242
C  0.43504  0.31536  0.46941  0.605


Formula: C18H15N5O6S
Source: OMol25
Level of theory: ωB97M-V/def2-TZVPD

Output
LUMO = -0.03847 Ha
HOMO = -9.6 eV
Maximum force = 1.29 eV Å⁻¹
SMILES = COc1cc(NS(=O)(=O)c2ccc(NC(=O)c3ccc([N+](=O)[O-])cc3)cc2)ncn1

Last column: Mulliken charge in e.
CARTESIAN COORDINATES (ANGSTROEM)
S  -3.47951  0.45322  1.00182  1.290
C  -2.79731  2.93466  0.21818  0.161
O  -3.87912  -0.05124  -0.27179  -0.630
C  1.90955  -4.67353  -0.60742  -0.005
C  -0.96582  -0.32446  0.18615  -0.432
O  4.46945  -0.90941  1.35326  -0.630
C  0.40014  -0.46766  0.34354  -0.128
C  1.75617  -3.09073  1.17692  0.180
H  2.79766  0.47949  2.36111  0.253
N  1.46863  -5.90713  -1.22158  0.993
O  0.63778  -6.55977  -0.63051  -0.603
N  -1.23055  4.61124  -1.22445  -0.555
H  -0.81442  4.90868  -3.75951  0.327
O  -4.18121  0.04260  2.17584  -0.707
H  4.11104  -2.15999  -1.07263  0.451
H  0.69797  0.76644  3.48662  0.423
C  3.32624  -2.75219  -0.62807  -0.398
O  -1.02427  3.03923  -2.89118  -0.408
H  -1.45640  -0.61736  -0.72778  0.521
C  2.90467  -3.92481  -1.22295  -0.469
C  -2.32530  2.50148  -1.01268  0.266
N  -2.50583  4.14833  0.70347  -0.673
C  1.33870  -4.27019  0.59374  -0.601
H  3.33663  -4.27661  -2.14732  0.487
N  -3.58629  2.13611  1.00574  -0.201
C  -1.13626  0.60449  2.39928  -0.710
H  0.05826  3.53670  -4.50873  0.253
H  -2.58945  1.54468  -1.42227  0.747
C  2.74098  -2.32054  0.56003  0.028
H  -3.87395  2.55317  1.87813  0.309
O  1.95924  -6.20663  -2.28719  -0.608
N  2.37755  -0.21000  1.74766  -0.082
C  0.22663  0.45931  2.56504  -0.779
C  3.28079  -1.09444  1.22056  -0.030
H  -1.75398  1.01084  3.18391  0.417
H  -1.52364  5.89986  0.33318  0.419
C  -1.75130  4.91474  -0.05227  -0.397
H  0.58019  -4.88669  1.05109  0.499
C  -1.52008  3.40415  -1.70989  0.178
H  0.64402  4.26568  -2.98111  0.310
H  0.99763  -0.85295  -0.46680  0.514
C  -1.72226  0.20492  1.21292  0.054
H  1.32761  -2.77452  2.11544  0.449
C  -0.23595  4.00264  -3.57115  -0.690
C  1.00536  -0.09182  1.54365  0.207


Formula: C4H8NS
Source: OMol25
Level of theory: ωB97M-V/def2-TZVPD

Output
LUMO = -0.19606 Ha
HOMO = -13.0 eV
Maximum force = 3.55 eV Å⁻¹
ΔE to the lowest compared entry with this formula, charge and spin = 1.018 eV
Total charge = +1
SMILES = C/[NH+]=C/CC=S

Last column: Mulliken charge in e.
CARTESIAN COORDINATES (ANGSTROEM)
S  -3.28226  -0.50521  -0.21100  -0.112
H  -1.24637  1.82943  1.01446  0.379
H  2.38517  -1.85702  0.27307  0.360
H  -1.45760  0.22054  1.36867  0.373
H  1.74810  -1.36325  -1.32023  0.338
H  2.77430  -0.30171  -0.26589  0.345
C  -1.02378  0.86245  0.60979  -0.901
C  0.30766  0.61740  0.11821  0.334
H  -1.99328  1.22081  -1.45141  0.283
N  0.88102  -0.53736  0.33118  -0.085
C  2.04507  -1.04809  -0.28238  -0.865
C  -2.15870  0.59700  -0.51372  -0.127
H  0.69332  1.37943  -0.61877  0.382
H  0.32735  -1.11441  0.94803  0.294